# 1
Computed, not measured: 2 unconnected molecules or ions with the total composition C3H7BrN3 at a distorted geometry, with ωB97M-V with the def2-TZVPD basis set.

Cartesian coordinates (Å):
C (1.1258, 0.1844, 1.5542)
C (-1.6451, 0.5856, -0.8540)
C (-0.0442, 0.5391, -0.7334)
N (3.6493, -1.4186, 3.2495)
N (3.3473, -0.7561, 4.1066)
N (0.3461, 0.6679, 0.7315)
Br (2.1804, -1.3084, 0.9201)
H (-2.0520, 0.0959, 0.0011)
H (-2.1957, 1.5586, -0.9774)
H (-1.8993, -0.0223, -1.8123)
H (0.3590, 1.2472, -1.4723)
H (0.3649, -0.3908, -1.0815)
H (3.8126, -2.3197, 2.7869)
H (-0.3339, 1.3514, 1.1698)

## Properties
Frontier orbital gap   0.222 Ha
E_HOMO   -12.5676 eV
Energy above the lowest of the compared OMol25 structures with the same formula, charge and spin   444.3 kJ/mol
Charge   +1

***

# 2
Computed, not measured: 2 unconnected molecules or ions with the total composition C6H12N2 at a distorted geometry, with ωB97M-V with the def2-TZVPD basis set.

Cartesian coordinates (Å):
C (-1.0554, -2.4705, -0.7645)
C (-1.7312, -2.7424, 0.5863)
H (-1.5846, -1.7993, -1.4378)
H (0.0221, -2.2884, -0.7536)
H (-1.0875, -3.4272, -1.2931)
H (-1.2795, -2.2669, 1.4554)
H (-1.6867, -3.7961, 0.8870)
H (-2.7947, -2.5590, 0.4534)
C (-0.6476, 2.8271, 0.3453)
C (1.2688, 1.5665, -0.9796)
C (0.6925, 2.1957, 0.1957)
C (2.2837, 0.9889, 0.9017)
N (2.1687, 0.7164, -0.4240)
N (1.3229, 1.8077, 1.3182)
H (1.1692, 1.6918, -2.0454)
H (2.7272, 0.0496, -0.9470)
H (-0.8367, 3.5302, -0.4728)
H (-0.6498, 3.3266, 1.3066)
H (3.1051, 0.5924, 1.4809)
H (-1.4066, 2.0568, 0.1873)

## Properties
Frontier orbital gap (spin up / spin down)   0.363 / 0.228 Ha
E_HOMO (spin up / spin down)   -14.0720 / -14.0720 eV
Energy above the lowest of the compared OMol25 structures with the same formula, charge and spin   66.0 kJ/mol
Spin multiplicity   2
Expectation value of S²   0.762
Charge   +1

***

# 3
Computed, not measured: a molecular structure, C49H50BCsF4N2O3P2 at a distorted geometry, with ωB97M-V with the def2-TZVPD basis set.

Cartesian coordinates (Å):
Cs (1.6555, -4.1715, 0.8669)
C (0.5174, -3.9992, 4.9861)
C (0.0417, -2.6820, 5.0914)
C (-1.2434, -2.3862, 4.6250)
C (-2.0929, -3.3805, 4.2694)
C (-1.5664, -4.6660, 4.0573)
C (-0.2738, -4.9610, 4.4430)
H (1.5352, -4.2130, 5.2382)
H (0.5377, -1.8903, 5.6343)
H (-1.6668, -1.3350, 4.7504)
H (-3.1115, -3.0970, 3.9908)
H (-2.1660, -5.4893, 3.7210)
H (0.0011, -5.9584, 4.2443)
O (-1.2505, 1.0121, -1.1426)
C (-1.2298, 0.1337, -2.2416)
C (-0.7940, 0.6894, -3.4469)
C (-0.9559, -0.0467, -4.5859)
C (-1.4728, -1.3779, -4.5069)
C (-1.7474, -1.9737, -3.2854)
C (-1.5907, -1.2692, -2.0911)
P (-2.2266, -1.8569, -0.5788)
C (-4.0228, -1.7141, -0.7006)
C (-4.7630, -0.9782, 0.2359)
C (-6.1258, -0.7381, -0.0331)
C (-6.7274, -1.3106, -1.1426)
C (-5.9777, -2.0040, -2.0522)
C (-4.6456, -2.2374, -1.8554)
C (-2.0078, -3.6307, -0.5646)
C (-2.7362, -4.4133, 0.3433)
C (-2.5304, -5.8083, 0.3346)
C (-1.7147, -6.4110, -0.5949)
C (-0.8770, -5.6439, -1.4239)
C (-1.0298, -4.2331, -1.3987)
C (-1.9664, 2.1902, -1.3399)
C (-3.2688, 2.0235, -1.8119)
C (-4.1332, 3.1128, -1.8158)
C (-3.6018, 4.3784, -1.8613)
C (-2.2146, 4.5101, -1.6862)
C (-1.3816, 3.4939, -1.2573)
P (0.3654, 3.9020, -0.5941)
C (1.4913, 3.7506, -2.0044)
C (1.0094, 3.9673, -3.2932)
C (1.7980, 3.4950, -4.3944)
C (2.9497, 2.8646, -4.1822)
C (3.4930, 2.7421, -2.9283)
C (2.8245, 3.2364, -1.8315)
C (0.3547, 5.5721, 0.0301)
C (1.5524, 6.3417, 0.0214)
C (1.5493, 7.5767, 0.6772)
C (0.4308, 7.9870, 1.4269)
C (-0.7468, 7.2585, 1.3167)
C (-0.8424, 6.0622, 0.6276)
H (-0.4215, 1.7194, -3.4360)
H (-0.6364, 0.3482, -5.5790)
H (-1.4991, -1.9992, -5.3728)
H (-1.9509, -3.0176, -3.3136)
H (-4.1937, -0.4882, 1.0215)
H (-6.7004, -0.2097, 0.7276)
H (-7.7973, -1.2156, -1.1778)
H (-6.4148, -2.2789, -3.0112)
H (-4.0518, -2.7799, -2.6142)
H (-3.4757, -3.9188, 0.9470)
H (-3.0543, -6.4447, 1.0374)
H (-1.5663, -7.4990, -0.5137)
H (-0.0572, -6.0735, -2.0196)
H (-0.3231, -3.6625, -2.0102)
H (-3.5856, 1.0025, -1.9364)
H (-5.1804, 2.9584, -1.7586)
H (-4.2119, 5.2562, -1.9866)
H (-1.8081, 5.4936, -1.8945)
H (0.1028, 4.4657, -3.5246)
H (1.4050, 3.5593, -5.4196)
H (3.5432, 2.4973, -5.0480)
H (4.4603, 2.2611, -2.7681)
H (3.2290, 3.1571, -0.8092)
H (2.4844, 5.9495, -0.4260)
H (2.5164, 8.1636, 0.7711)
H (0.4930, 8.8149, 2.1078)
H (-1.5911, 7.5535, 1.8634)
H (-1.7279, 5.4647, 0.6840)
C (4.7326, -4.4170, -1.6009)
O (5.4746, -3.2597, -1.0521)
C (4.8225, -2.4447, -0.1801)
O (3.5930, -2.4136, 0.0346)
N (5.7216, -1.7761, 0.5782)
N (5.3469, -1.0624, 1.7136)
H (5.5121, -5.0206, -2.1158)
H (4.0414, -4.0626, -2.3912)
H (4.2498, -5.0044, -0.8199)
H (6.7152, -1.7834, 0.3534)
H (4.5372, -1.5527, 2.1204)
H (5.0341, -0.1662, 1.3399)
F (4.6202, -3.9137, 3.0891)
B (4.0584, -5.1939, 3.2804)
F (2.5661, -5.0726, 3.4365)
F (4.3456, -5.9012, 2.1298)
F (4.4448, -5.7607, 4.4915)
C (0.6103, 2.5877, 3.0339)
C (1.4858, 2.6112, 1.7598)
C (2.3487, 1.2561, 1.7261)
C (2.4638, 3.7662, 1.9709)
C (0.6425, 2.6857, 0.6127)
H (1.2227, 2.3163, 3.9276)
H (-0.2083, 1.7976, 2.9519)
H (0.1818, 3.5547, 3.2189)
H (2.7243, 1.0289, 2.7382)
H (3.2017, 1.3222, 1.0330)
H (1.6799, 0.4512, 1.3949)
H (3.0516, 3.5974, 2.8835)
H (1.9913, 4.7559, 2.0895)
H (3.1646, 3.8107, 1.1319)
H (0.2321, 1.7626, 0.2937)

## Properties
Frontier orbital gap (spin up / spin down)   0.072 / 0.062 Ha
E_HOMO (spin up / spin down)   0.8935 / 1.1486 eV
Energy above the lowest of the compared OMol25 structures with the same formula, charge and spin   79.7 kJ/mol
Charge   -2

***

# 4
Computed, not measured: a single CF3N3 molecule at a distorted geometry, with ωB97M-V with the def2-TZVPD basis set.

Cartesian coordinates (Å):
F (-1.7209, -0.0686, -0.8866)
N (-0.3976, 0.2695, -0.8486)
F (-0.2849, 1.6345, -0.8245)
C (0.1853, -0.1509, 0.3589)
F (0.2209, 0.8016, 1.3222)
N (1.5348, -1.0062, 0.2175)
N (0.4623, -1.4799, 0.6610)

## Properties
Frontier orbital gap   0.372 Ha
E_HOMO   -10.8583 eV
Energy above the lowest of the compared OMol25 structures with the same formula, charge and spin   75.7 kJ/mol

***

# 5
Computed, not measured: a molecular structure, C24H47Br2N13O7SSi at a distorted geometry, with ωB97M-V with the def2-TZVPD basis set.

Cartesian coordinates (Å):
C (1.9833, -0.8960, 1.1497)
C (1.2078, -1.4247, -0.0713)
O (1.3569, -0.6271, -1.2774)
C (0.1773, 0.0242, -1.5588)
C (0.0961, 1.4676, -1.3082)
C (1.3811, 2.1522, -0.8089)
C (2.1027, 2.6453, -2.1240)
O (3.5143, 2.8235, -1.9957)
Si (4.4308, 1.4137, -2.1623)
C (6.1235, 1.9875, -2.8247)
C (4.7996, 0.5155, -0.5340)
C (3.7700, 0.1653, -3.4193)
C (-1.0512, 2.1793, -1.5134)
C (-1.1498, 3.6431, -1.2407)
Br (-1.1266, 4.2633, 0.6092)
C (-1.2840, 4.5607, -2.2064)
C (-1.3490, 4.1603, -3.6748)
Br (-1.4228, 6.4405, -1.7903)
C (-2.2028, 1.4681, -2.0383)
N (-3.3855, 2.0399, -2.2945)
S (-4.2683, 0.8022, -2.9069)
N (-3.2395, -0.4495, -2.8421)
C (-2.1047, 0.0475, -2.3248)
C (-0.8920, -0.6714, -2.0576)
C (-0.7127, -2.1753, -2.3300)
C (-1.5122, -2.6796, -3.5421)
C (-1.3247, -2.1034, -4.9400)
N (-2.3520, -3.6250, -3.3909)
H (3.0659, -1.0341, 1.0179)
H (1.7100, 0.1259, 1.4484)
H (1.7104, -1.5467, 2.0052)
H (1.5725, -2.4405, -0.2912)
H (0.1412, -1.4550, 0.2055)
H (1.0390, 3.0491, -0.2730)
H (2.0023, 1.4912, -0.1994)
H (1.7985, 2.0519, -3.0032)
H (1.6898, 3.6600, -2.2914)
H (6.8761, 1.1883, -2.7960)
H (6.4126, 2.8621, -2.2139)
H (5.9320, 2.3457, -3.8542)
H (4.1952, 0.8447, 0.3220)
H (4.7512, -0.5769, -0.6959)
H (5.8573, 0.7145, -0.2690)
H (3.4563, -0.7801, -2.9480)
H (2.9907, 0.5559, -4.0959)
H (4.6153, -0.1074, -4.0838)
H (-1.4733, 5.0081, -4.3584)
H (-2.1642, 3.4328, -3.7954)
H (-0.4036, 3.6576, -3.9554)
H (-0.9127, -2.7590, -1.4182)
H (0.3589, -2.3032, -2.5764)
H (-0.7374, -1.1670, -4.9362)
H (-0.8004, -2.8463, -5.5633)
H (-2.2846, -1.9014, -5.4406)
H (-2.3748, -3.8914, -2.4028)
C (-2.2341, -4.3822, 1.0926)
O (-2.0828, -3.8831, -0.0168)
N (-1.7081, -3.8353, 2.2218)
N (-2.9419, -5.5275, 1.2892)
H (-1.8257, -4.2318, 3.1419)
H (-1.1781, -2.9899, 2.1196)
H (-3.3459, -5.9617, 0.4796)
H (-3.0752, -5.9520, 2.1898)
C (3.6830, 6.7922, -1.6901)
O (2.5067, 6.4968, -1.5664)
N (4.1614, 8.0393, -1.3933)
N (4.6191, 5.9049, -2.1342)
H (5.1230, 8.3039, -1.4874)
H (3.4990, 8.7167, -1.0637)
H (4.2973, 4.9778, -2.3603)
H (5.5904, 6.1252, -2.2439)
C (-3.6606, -3.8066, 5.7181)
O (-2.5028, -4.0881, 5.4417)
N (-4.4041, -2.9515, 4.9616)
N (-4.2970, -4.3260, 6.8024)
H (-5.3535, -2.7069, 5.1687)
H (-3.9628, -2.5512, 4.1530)
H (-3.7756, -4.9613, 7.3789)
H (-5.2441, -4.1103, 7.0483)
C (-0.4460, -7.3481, 4.8070)
O (-1.6418, -7.5758, 4.8838)
N (0.0977, -6.1431, 5.1457)
N (0.4512, -8.2844, 4.3724)
H (1.0767, -5.9382, 5.0868)
H (-0.5341, -5.4285, 5.4705)
H (0.0865, -9.1825, 4.1142)
H (1.4370, -8.1201, 4.3007)
C (-4.0489, 4.1751, 4.0651)
O (-3.8767, 4.4041, 5.2494)
N (-5.1755, 3.5583, 3.5926)
N (-3.1376, 4.5118, 3.1075)
H (-5.3374, 3.3607, 2.6235)
H (-5.8698, 3.2956, 4.2670)
H (-2.2980, 4.9665, 3.4161)
H (-3.2615, 4.3307, 2.1281)

## Properties
Frontier orbital gap   0.296 Ha
E_HOMO   -8.6711 eV

***

# 6
Computed, not measured: a molecular structure, H22NaO15S at a distorted geometry, with ωB97M-V with the def2-TZVPD basis set.

Cartesian coordinates (Å):
Na (0.0008, -1.0002, 2.8796)
S (0.0191, -0.0245, 0.2803)
O (1.1368, 0.1953, 1.1184)
O (-1.1594, 0.3990, 0.9836)
O (0.2742, 0.7693, -0.9211)
O (-0.0080, -1.4558, 0.0459)
O (-1.2445, -3.8349, 0.7782)
H (-1.2561, -4.3700, -0.0154)
H (-0.6722, -3.0985, 0.5628)
O (1.7194, -2.4953, 2.0026)
H (1.4920, -2.2503, 1.1057)
H (2.5429, -2.0388, 2.1746)
O (-2.9114, -1.7459, 0.3488)
H (-2.1901, -1.1357, 0.5025)
H (-2.5942, -2.5827, 0.6883)
O (-0.5892, 0.6887, -3.4945)
H (-1.0325, -0.1153, -3.7654)
H (-0.5245, 0.6179, -2.5422)
O (-3.8749, 1.3938, 0.7812)
H (-4.2390, 0.5603, 0.4833)
H (-2.9861, 1.1797, 1.0650)
O (-0.2774, 3.3869, -2.5730)
H (0.1235, 2.6897, -3.0920)
H (-0.6334, 2.9400, -1.8050)
O (1.3444, -2.9420, -1.9695)
H (0.7857, -2.5705, -1.2868)
H (1.0052, -3.8272, -2.1019)
O (2.6695, 0.9538, -1.5309)
H (3.0693, 1.0813, -0.6706)
H (1.7411, 0.8120, -1.3455)
O (0.5277, 2.5962, 2.0406)
H (0.4199, 2.5330, 2.9896)
H (0.7489, 1.7068, 1.7644)
O (3.5426, 1.1561, 0.9508)
H (2.6198, 0.9963, 1.1488)
H (4.0197, 0.6824, 1.6322)
O (-1.3496, 2.9968, 0.0330)
H (-0.5332, 3.0148, 0.5324)
H (-1.7269, 2.1374, 0.2210)

## Properties
Frontier orbital gap (spin up / spin down)   0.338 / 0.133 Ha
E_HOMO (spin up / spin down)   -10.6706 / -10.0206 eV
Spin multiplicity   2
Expectation value of S²   0.755

***

# 7
Computed, not measured: a single C22H20N2O8 molecule at a distorted geometry, with ωB97M-V with the def2-TZVPD basis set.

Cartesian coordinates (Å):
O (0.1043, 1.0912, 2.2291)
C (1.0458, 0.3737, 2.0176)
C (1.6487, -0.6719, 2.8719)
C (1.2799, -1.1189, 4.1229)
C (2.0342, -2.1411, 4.6916)
C (3.1196, -2.6879, 4.0252)
C (3.4913, -2.2360, 2.7624)
C (2.7418, -1.2251, 2.1981)
C (2.8626, -0.5621, 0.8821)
O (3.6214, -0.7662, -0.0276)
N (1.8666, 0.4166, 0.8889)
O (1.5290, 1.0694, -0.2860)
C (2.0314, 2.3939, -0.4249)
C (1.1543, 3.4759, 0.2259)
O (-0.0680, 3.6751, -0.4430)
C (-1.0204, 2.6677, -0.1508)
C (-2.2876, 2.8926, -0.9756)
O (-3.0477, 1.7164, -1.1201)
C (-3.8464, 1.3260, -0.0222)
C (-3.1767, 0.3405, 0.9511)
O (-3.0531, -0.9715, 0.4106)
N (-2.1905, -1.0231, -0.6674)
C (-0.8211, -1.1874, -0.5308)
O (-0.2334, -1.3593, 0.5097)
C (-0.2983, -1.1185, -1.9155)
C (0.9957, -1.1846, -2.3895)
C (1.1858, -1.0635, -3.7632)
C (0.1151, -0.8887, -4.6253)
C (-1.1907, -0.8298, -4.1467)
C (-1.3804, -0.9442, -2.7859)
C (-2.6310, -0.9134, -1.9918)
O (-3.7748, -0.8602, -2.3448)
H (0.4306, -0.6932, 4.6335)
H (1.7661, -2.5179, 5.6673)
H (3.6834, -3.4822, 4.4910)
H (4.3318, -2.6609, 2.2361)
H (3.0536, 2.4542, -0.0356)
H (2.0438, 2.5460, -1.5069)
H (0.9750, 3.2312, 1.2821)
H (1.6862, 4.4288, 0.1620)
H (-1.2401, 2.6821, 0.9254)
H (-0.6239, 1.6822, -0.4210)
H (-1.9942, 3.1754, -1.9896)
H (-2.8952, 3.6992, -0.5448)
H (-4.1810, 2.2065, 0.5406)
H (-4.7151, 0.8256, -0.4630)
H (-3.8246, 0.1929, 1.8168)
H (-2.1977, 0.6983, 1.2868)
H (1.8328, -1.3158, -1.7230)
H (2.1886, -1.1056, -4.1611)
H (0.2960, -0.7962, -5.6859)
H (-2.0308, -0.6940, -4.8096)

## Properties
Frontier orbital gap   0.332 Ha
E_HOMO   -9.5225 eV
Energy above the lowest of the compared OMol25 structures with the same formula, charge and spin   277.2 kJ/mol

***

# 8
Computed, not measured: 2 unconnected molecules or ions with the total composition C4H9N3 at a distorted geometry, with ωB97M-V with the def2-TZVPD basis set.

Cartesian coordinates (Å):
C (-0.7509, -0.0994, -1.5561)
C (-0.0423, 0.6874, -0.7396)
C (1.4278, 0.2425, -0.2104)
N (1.6154, -1.1475, -0.0091)
H (-0.7574, -1.1712, -1.4298)
H (-1.4710, 0.3019, -2.2499)
H (-0.0803, 1.7610, -0.8884)
H (2.1605, 0.6420, -0.9138)
H (1.5258, 0.7632, 0.7469)
H (0.8353, -1.5287, 0.5341)
H (1.6598, -1.6412, -0.8927)
N (-1.0093, -1.0171, 1.3583)
C (-1.1119, 0.2130, 1.2417)
N (-1.6936, 1.2723, 1.4818)
H (-1.0008, -1.4513, 2.2657)
H (-1.3069, 2.1731, 1.2613)

## Properties
Frontier orbital gap   0.349 Ha
E_HOMO   -9.1069 eV
Energy above the lowest of the compared OMol25 structures with the same formula, charge and spin   296.9 kJ/mol

***

Record order is preserved below.
E: -2856.3587, -345.0027, -3359.6429, -501.7334, -8017.1667, -1702.2205, -1561.7008, -321.9773 a.u.